C30H32AsF5OSTeZn | wB97M-V/def2-TZVPD

Structure (XYZ):
```
72
C30H32AsF5OSTeZn (wB97M-V/def2-TZVPD)
Zn 0.18378 0.46367 -1.66060
C -2.03587 -3.31668 -0.77360
C -2.05794 -1.99455 -1.49834
C -1.63026 -1.94158 -2.82831
C -1.25362 -3.21531 -3.53562
C -1.50335 -0.71344 -3.48421
C -0.93159 -0.66825 -4.88095
C -1.89471 0.47282 -2.82548
C -2.06563 1.77294 -3.58192
C -2.32404 0.41704 -1.47504
C -2.75871 1.68569 -0.78473
C -2.43054 -0.82456 -0.82862
C -2.99305 -0.89691 0.56549
H -1.17520 -3.90437 -1.08815
H -2.93433 -3.90721 -0.97526
H -1.94857 -3.18585 0.30199
H -0.21290 -3.47686 -3.31801
H -1.35921 -3.12698 -4.61373
H -1.87823 -4.04514 -3.21080
H -0.11681 -1.38385 -4.98105
H -0.52389 0.30934 -5.11925
H -1.68444 -0.91816 -5.63312
H -1.41972 2.56965 -3.21995
H -3.09567 2.11505 -3.46452
H -1.87986 1.65394 -4.64377
H -2.26306 2.55761 -1.20202
H -2.51997 1.65795 0.27594
H -3.83911 1.82742 -0.88609
H -2.20587 -0.78028 1.31264
H -3.47786 -1.85243 0.74795
H -3.73425 -0.11740 0.73419
S 1.34778 -1.39461 -1.24087
C 1.02316 -2.06948 0.36775
C 1.21362 -3.45278 0.46523
C 1.05412 -4.11534 1.66788
C 0.70010 -3.40523 2.80867
C 0.52656 -2.03378 2.72490
C 0.68796 -1.35192 1.51814
As 0.44672 0.57524 1.38654
C 0.01457 1.00383 3.25008
C 0.99738 1.28750 4.19421
C 0.64943 1.60052 5.50142
C -0.68393 1.63184 5.88191
C -1.67132 1.35264 4.94845
C -1.32245 1.04860 3.64034
C 2.31079 1.13783 1.36969
C 3.37316 0.24469 1.32120
C 4.67831 0.71753 1.26190
C 4.92831 2.08087 1.25202
C 3.86962 2.97791 1.31094
C 2.56724 2.50686 1.36511
H 1.48903 -4.00243 -0.42648
H 1.20566 -5.18646 1.71231
H 0.57348 -3.91054 3.75715
H 0.26997 -1.47984 3.61895
H 2.04221 1.25876 3.91220
H 1.42513 1.81951 6.22417
H -0.95318 1.87701 6.90117
H -2.71470 1.37922 5.23598
H -2.10601 0.84573 2.92201
H 3.18934 -0.82223 1.32190
H 5.50051 0.01464 1.21876
H 5.94544 2.44604 1.19143
H 4.05634 4.04414 1.30455
H 1.74526 3.21146 1.42419
F 2.98751 3.56006 -3.71168
Te 1.63000 3.01454 -2.58393
F 1.21158 1.52623 -3.71916
F 0.51065 3.96542 -3.72637
F 1.94173 4.57443 -1.63831
F 2.94148 1.86350 -1.93365
O 0.36193 2.42482 -1.42569
```

Results
* max |F|: 0.762 eV Å⁻¹
* energy above the lowest of the compared OMol25 structures with the same formula, charge and spin: 0.0 kJ/mol
* spin multiplicity: 1
* Kohn-Sham gap: 7.4 eV
* net charge: 0
* HOMO: -8.0 eV
* lowest unoccupied orbital energy: -0.6 eV

Atom charges from the natural (NBO) analysis, given in e for atoms 1 to 5:
1. Zn 1.582
2. C -0.653
3. C 0.029
4. C 0.008
5. C -0.651